Entry from the Open Molecules 2025 dataset: 2 unconnected molecules or ions with the total composition C2H4Cl4 (ωB97M-V with the def2-TZVPD basis set).

XYZ file:
```
10
C2H4Cl4, DFT ωB97M-V with the def2-TZVPD basis set
Cl 12.54 -2.66 18.75
C 12.01 -3.10 17.12
Cl 11.27 -1.75 16.26
H 12.88 -3.41 16.54
H 11.28 -3.89 17.19
Cl 14.54 1.42 18.53
C 13.80 0.62 17.14
Cl 14.94 0.42 15.81
H 13.46 -0.36 17.45
H 12.97 1.23 16.81
```

The HOMO energy is -10.85 eV. As for the HOMO-LUMO gap: 11.528 eV. As for the multiplicity: 1.

Here are the Löwdin charges for atoms 1 to 6, given in e: atom 1 (Cl): 0.527, atom 2 (C): -1.002, atom 3 (Cl): 0.521, atom 4 (H): 0.027, atom 5 (H): 0.022, atom 6 (Cl): 0.505

***

Entry from the Open Molecules 2025 dataset: a molecular structure, C5H7OP in a non-equilibrium geometry (ωB97M-V with the def2-TZVPD basis set).

XYZ file:
```
14
C5H7OP, DFT ωB97M-V with the def2-TZVPD basis set
C 0.61 1.00 0.75
C 1.10 -0.09 1.70
C -0.28 0.74 -0.51
C -0.12 2.14 -1.07
C 0.71 -1.45 1.41
O 1.81 0.15 2.67
P 0.93 2.66 0.41
H 0.02 0.02 -1.26
H -1.40 0.50 -0.46
H 0.26 2.20 -2.09
H -1.13 2.73 -1.15
H 1.32 -1.68 0.47
H -0.42 -1.65 1.06
H 0.95 -2.21 2.10
```

The HOMO energy is -9.38 eV. As for the HOMO-LUMO gap: 8.694 eV. As for the multiplicity: 1.

Here are the Löwdin charges for atoms 1 to 6, given in e: atom 1 (C): -0.395, atom 2 (C): -0.513, atom 3 (C): -0.340, atom 4 (C): -0.453, atom 5 (C): -0.050, atom 6 (O): 0.053